# 1
{"formula": "C44H41AuBF4N3O2P2", "method": "ωB97M-V with the def2-TZVPD basis set", "homo_energy_ha": [-0.462, -0.462], "gap_ev": [4.74, 4.74], "charge": 2, "species": ["Au", "O", "C", "C", "C", "C", "N", "C", "C", "C", "C", "C", "C", "O", "C", "C", "N", "H", "H", "H", "H", "H", "H", "H", "H", "H", "H", "H", "H", "C", "N", "C", "P", "C", "C", "C", "C", "C", "C", "C", "C", "C", "C", "C", "C", "C", "C", "C", "C", "C", "C", "P", "C", "C", "C", "C", "C", "C", "C", "C", "C", "C", "C", "C", "H", "H", "H", "H", "H", "H", "H", "H", "H", "H", "H", "H", "H", "H", "H", "H", "H", "H", "H", "H", "H", "H", "H", "H", "H", "H", "H", "H", "H", "F", "B", "F", "F", "F"], "xyz": [[-0.237920, 0.002812, 0.235640], [4.711964, -1.517697, 4.920043], [5.105321, -1.334587, 3.585870], [3.899764, -0.995926, 2.761470], [3.905012, -1.069586, 1.370384], [2.730054, -0.806107, 0.692518], [1.615967, -0.451066, 1.312719], [1.604693, -0.274628, 2.639472], [2.734939, -0.567630, 3.391680], [0.398040, 0.330412, 3.220969], [0.186905, 0.447909, 4.591162], [-0.936234, 1.122555, 5.063146], [-1.192817, 1.202662, 6.551360], [-0.049493, 1.595994, 7.256361], [-1.786873, 1.713890, 4.135246], [-1.518835, 1.541206, 2.788984], [-0.486065, 0.842365, 2.354258], [5.464160, -1.799415, 5.449891], [5.587760, -2.236043, 3.184448], [5.833541, -0.511690, 3.492677], [4.794831, -1.335334, 0.822953], [2.685570, -0.870779, -0.385981], [2.750016, -0.470248, 4.463711], [0.878224, 0.020329, 5.299881], [-1.438168, 0.193947, 6.902442], [-2.055638, 1.846127, 6.754632], [-0.001715, 2.558702, 7.300900], [-2.639881, 2.298360, 4.443331], [-2.158875, 1.982125, 2.035634], [-1.287722, -2.188397, -2.594871], [-2.565125, -1.600365, -2.426682], [-2.614772, -0.186583, -2.477651], [-2.115047, 0.831441, -0.966224], [-2.112522, 2.494672, -1.665831], [-2.669937, 2.828915, -2.900431], [-2.495466, 4.105937, -3.402027], [-1.754358, 5.040951, -2.694823], [-1.209718, 4.713836, -1.463710], [-1.396075, 3.448280, -0.938898], [-3.517394, 0.711649, 0.179747], [-4.512603, 1.684636, 0.253540], [-5.504649, 1.569591, 1.212675], [-5.516379, 0.487425, 2.080588], [-4.537248, -0.493105, 1.998006], [-3.532026, -0.374316, 1.060078], [-3.727275, -2.355911, -2.381521], [-3.808388, -3.600645, -3.032274], [-4.974575, -4.335104, -2.991083], [-6.081718, -3.865845, -2.294384], [-6.022584, -2.625108, -1.673573], [-4.869980, -1.870094, -1.723467], [-0.119015, -2.084425, -1.106862], [1.350125, -2.721286, -1.936745], [1.977295, -1.844354, -2.826780], [3.113551, -2.242457, -3.499365], [3.603595, -3.529471, -3.321929], [2.964358, -4.409624, -2.457649], [1.849289, -4.011437, -1.745962], [-0.633040, -3.340137, 0.079511], [-1.925455, -3.847748, 0.167907], [-2.237229, -4.758416, 1.162432], [-1.272979, -5.160902, 2.073083], [0.009179, -4.632757, 2.005720], [0.325390, -3.710363, 1.027386], [-0.724522, -1.672752, -3.383486], [-1.353505, -3.257233, -2.816270], [-3.626842, 0.143658, -2.731129], [-1.887342, 0.181969, -3.214752], [-3.242005, 2.119723, -3.481356], [-2.923700, 4.369756, -4.356848], [-1.598179, 6.023465, -3.109769], [-0.614086, 5.433361, -0.923755], [-0.947230, 3.167519, 0.004747], [-4.500642, 2.521866, -0.430524], [-6.268981, 2.326356, 1.288205], [-6.286374, 0.410711, 2.831443], [-4.557016, -1.338466, 2.668945], [-2.742654, -1.117117, 1.001206], [-2.985714, -3.965009, -3.626762], [-5.033243, -5.270086, -3.522739], [-6.985539, -4.450503, -2.251406], [-6.886550, -2.246502, -1.151284], [-4.840350, -0.916491, -1.221546], [1.588117, -0.849873, -2.970178], [3.618286, -1.545872, -4.148580], [4.478855, -3.849059, -3.864894], [3.345013, -5.412599, -2.341131], [1.361518, -4.695481, -1.066750], [-2.686185, -3.553616, -0.538495], [-3.238258, -5.154758, 1.229230], [-1.522644, -5.878269, 2.840439], [0.761444, -4.937874, 2.717331], [1.318642, -3.281902, 0.976768], [2.440397, 1.018462, -2.188642], [1.307802, 1.733788, -1.970029], [1.198247, 2.880037, -2.650833], [1.140636, 1.923687, -0.582651], [0.171193, 0.855755, -2.317525]], "atomic_forces_ev_per_a": [[0.79, -0.67, 0.47], [-0.19, 0.00, 0.15], [0.51, 0.01, -0.15], [-0.16, 0.00, -0.06], [-0.21, 0.06, 0.32], [0.66, -0.15, -0.48], [-1.22, 0.11, -0.48], [0.52, -0.18, 0.47], [-0.17, -0.05, -0.26], [-0.11, -0.01, 0.77], [-0.04, 0.00, -0.41], [-0.15, 0.14, -0.12], [-0.26, -0.16, -0.05], [0.31, 0.18, 0.14], [0.32, -0.20, 0.04], [-0.58, 0.33, 0.13], [0.15, -0.02, -1.37], [0.02, 0.04, -0.02], [-0.12, 0.10, -0.06], [-0.12, -0.10, -0.05], [0.07, -0.07, -0.10], [0.04, 0.01, -0.05], [-0.10, 0.08, 0.09], [0.08, -0.02, 0.04], [-0.07, 0.11, -0.03], [0.07, -0.06, -0.04], [0.01, -0.12, 0.00], [-0.08, 0.03, 0.02], [-0.06, -0.05, 0.04], [0.39, 0.63, 0.40], [0.48, 0.15, 0.40], [0.65, 0.67, 0.11], [-1.40, -0.77, -0.84], [0.79, 0.02, 0.79], [-0.08, -0.28, -0.06], [0.01, 0.03, 0.09], [-0.01, -0.09, 0.06], [0.02, 0.05, 0.16], [-0.16, -0.04, -0.21], [0.63, -0.07, 0.36], [0.25, 0.00, -0.17], [-0.10, -0.07, 0.03], [0.02, 0.03, 0.00], [-0.02, -0.07, 0.00], [0.08, 0.08, -0.14], [-1.40, -0.79, -0.14], [0.14, 0.63, 0.16], [-0.35, 0.05, 0.27], [0.09, 0.09, -0.01], [-0.17, -0.41, -0.21], [0.69, -0.12, -0.14], [-1.17, -0.48, -0.65], [0.40, 0.80, 0.41], [-0.13, -0.01, 0.12], [0.10, -0.17, -0.07], [-0.11, 0.10, 0.04], [0.09, -0.06, -0.14], [-0.20, 0.06, 0.21], [0.30, 0.54, 0.37], [-0.01, 0.08, -0.22], [-0.01, -0.07, 0.07], [0.00, 0.06, -0.02], [0.10, -0.01, 0.09], [-0.06, 0.01, 0.01], [0.01, -0.23, -0.04], [0.18, 0.20, 0.12], [0.19, 0.03, 0.04], [-0.29, -0.01, -0.10], [0.05, -0.01, -0.01], [-0.06, -0.02, -0.06], [0.03, 0.12, -0.04], [0.01, 0.08, 0.05], [0.10, 0.13, 0.04], [0.00, 0.10, 0.02], [-0.09, 0.09, -0.03], [-0.12, -0.01, 0.07], [0.00, -0.07, 0.06], [-0.06, -0.08, 0.08], [0.11, -0.07, -0.05], [0.03, -0.16, -0.05], [-0.11, -0.07, -0.02], [-0.10, 0.07, 0.07], [-0.03, 0.07, 0.03], [0.02, 0.14, -0.02], [0.03, 0.06, -0.14], [0.12, -0.04, -0.02], [0.00, -0.10, 0.04], [0.05, -0.05, -0.01], [-0.13, 0.03, -0.06], [-0.10, -0.05, -0.05], [-0.01, -0.05, 0.05], [0.05, -0.03, 0.07], [0.08, -0.07, 0.08], [0.92, -0.44, -0.16], [-0.75, -0.35, -0.10], [0.01, 0.74, -0.44], [0.07, 0.32, 0.96], [0.00, -0.21, -0.44]], "lowdin_charge": [0.9939, -0.0395, -0.1979, -0.1340, 0.0459, -0.0923, -0.0074, -0.1743, 0.0853, -0.1777, 0.0811, -0.1398, -0.2052, -0.0234, 0.0363, -0.0976, 0.0308, 0.1123, 0.1413, 0.1498, 0.1365, 0.1038, 0.1233, 0.1324, 0.1427, 0.1330, 0.1108, 0.1296, 0.1058, -0.2307, -0.1847, -0.2522, 1.0579, -0.3576, -0.0629, -0.0385, -0.0313, -0.0404, -0.0973, -0.3980, -0.0628, -0.0446, -0.0448, -0.0576, -0.1440, -0.2558, -0.0290, -0.0628, -0.0698, -0.0633, -0.0293, 1.0944, -0.3572, -0.0970, -0.0325, -0.0333, -0.0477, -0.0643, -0.3745, -0.0640, -0.0429, -0.0402, -0.0500, -0.1209, 0.1110, 0.1087, 0.1145, 0.1020, 0.1053, 0.1193, 0.1199, 0.1219, 0.0948, 0.1143, 0.1185, 0.1168, 0.1159, 0.0769, 0.1085, 0.1136, 0.1092, 0.1115, 0.0843, 0.0858, 0.1241, 0.1190, 0.1178, 0.1055, 0.0899, 0.1191, 0.1192, 0.1166, 0.0962, 0.1731, -1.3297, 0.2257, 0.0510, -0.0561]}

# 2
{"formula": "C44H41N2O4PtSSiTe", "method": "ωB97M-V with the def2-TZVPD basis set", "homo_energy_ha": [-0.087, -0.174], "gap_ev": [4.70, 6.48], "charge": -1, "multiplicity": 3, "relative_energy_kcal_mol": 29.1, "species": ["Pt", "C", "C", "C", "C", "C", "O", "C", "C", "C", "C", "C", "C", "C", "O", "C", "C", "C", "N", "C", "C", "Te", "C", "C", "C", "C", "C", "C", "C", "C", "C", "C", "C", "C", "H", "H", "H", "H", "H", "H", "H", "H", "H", "H", "H", "H", "H", "H", "H", "H", "H", "H", "H", "H", "H", "H", "H", "H", "C", "Si", "C", "C", "C", "C", "C", "C", "N", "C", "S", "H", "H", "H", "H", "H", "H", "H", "H", "H", "H", "H", "H", "O", "C", "O", "C", "C", "C", "C", "C", "C", "H", "H", "H", "H", "H"], "xyz": [[0.046285, 0.090650, -0.051977], [-6.018665, -2.458467, 2.154804], [-4.627696, -2.001923, 1.676288], [-3.794442, -2.976621, 1.102986], [-2.469143, -2.791640, 0.736154], [-1.589789, -3.896195, 0.142585], [-0.466701, -4.112632, 0.605759], [-1.981482, -4.729364, -0.999200], [-3.270826, -4.837934, -1.532984], [-3.467493, -5.586817, -2.664737], [-2.464604, -6.350302, -3.288297], [-1.223677, -6.386045, -2.629536], [-1.005419, -5.631096, -1.456610], [-1.940107, -1.535846, 1.058758], [-0.627213, -1.427488, 1.153737], [-2.727745, -0.450465, 1.455988], [-4.121781, -0.699222, 1.641951], [-2.114461, 0.830122, 1.739401], [-0.932190, 1.253059, 1.220159], [-0.511921, 2.701658, 1.159583], [-0.841919, 3.209074, -0.283058], [0.211348, 2.046740, -1.817707], [-1.568273, 1.384564, -2.840024], [-1.670620, 0.000690, -2.837333], [-2.974753, -0.517783, -2.750310], [-4.099570, 0.295145, -2.976484], [-3.902979, 1.660796, -3.136707], [-2.672311, 2.213082, -3.076475], [-2.987340, 1.661438, 2.639256], [-3.385705, 0.994025, 3.820794], [-3.890826, 1.725642, 4.901180], [-4.116129, 3.108241, 4.747457], [-3.738850, 3.767118, 3.600094], [-3.205461, 3.056497, 2.545121], [-5.957892, -3.396482, 2.786751], [-6.679865, -2.737081, 1.316021], [-6.609996, -1.718021, 2.749209], [-4.214024, -3.982258, 1.170598], [-4.045012, -4.186619, -1.176865], [-4.443305, -5.625651, -3.164595], [-2.721572, -6.989496, -4.146986], [-0.430228, -7.118462, -2.865101], [-0.086877, -5.563881, -0.754533], [-4.780429, 0.080430, 1.993602], [0.578273, 2.760470, 1.279547], [-1.020635, 3.223628, 1.969564], [-0.667034, 4.288124, -0.384144], [-1.886282, 3.038334, -0.470662], [-0.789709, -0.741489, -2.956182], [-3.099018, -1.571263, -2.553010], [-5.116568, -0.119612, -2.896085], [-4.746698, 2.341313, -3.181691], [-2.529298, 3.291314, -3.118633], [-3.160434, -0.064906, 3.976198], [-4.037935, 1.264414, 5.864345], [-4.602046, 3.623440, 5.511633], [-3.811109, 4.843499, 3.527342], [-3.039410, 3.564211, 1.592910], [5.468649, -1.631596, -2.410317], [5.095054, -2.290826, -0.720105], [3.855667, -3.726872, -0.775327], [6.671015, -2.564816, 0.358394], [4.038047, -0.976462, 0.209293], [4.580078, -0.140122, 1.196737], [3.843516, 0.665577, 2.028568], [2.454237, 0.543666, 1.985025], [1.879407, -0.141546, 0.959467], [2.657402, -0.757395, -0.011009], [1.527977, -1.282402, -1.261880], [5.147514, -0.593950, -2.452443], [4.955982, -2.210237, -3.254505], [6.561055, -1.712689, -2.600234], [4.481729, -4.669405, -0.805350], [3.021425, -3.693976, -1.543457], [3.398854, -3.747281, 0.260422], [7.136005, -3.478173, 0.047064], [6.598644, -2.481590, 1.439238], [7.445243, -1.758347, 0.045341], [5.666006, -0.126184, 1.357520], [4.321991, 1.525396, 2.500888], [1.789203, 0.914767, 2.747574], [1.605694, 4.474022, -2.330910], [2.383999, 4.003771, -1.443373], [2.142115, 2.893506, -0.823935], [3.647042, 4.689296, -1.129649], [4.528511, 4.086343, -0.190311], [5.594025, 4.873055, 0.275815], [5.697932, 6.216000, -0.245870], [4.844661, 6.722352, -1.155638], [3.890465, 5.886560, -1.723639], [4.293936, 3.040245, 0.179152], [6.311170, 4.570388, 1.062687], [6.507911, 6.810727, 0.170936], [4.929720, 7.752845, -1.438596], [3.077683, 6.202694, -2.337425]], "atomic_forces_ev_per_a": [[-1.02, -0.24, -1.09], [-0.33, -0.18, 0.42], [0.37, -0.12, -0.94], [-1.14, -1.19, 0.82], [-0.32, -0.46, -0.48], [1.39, 1.03, 2.26], [-1.26, 0.55, -0.12], [-0.85, -1.66, -0.75], [0.92, 1.18, -0.28], [-0.63, -1.01, -1.69], [0.21, 0.12, 1.32], [0.61, -0.63, 1.00], [0.65, 0.78, 0.38], [1.77, -0.56, 0.17], [0.46, 0.06, -0.49], [-0.91, 0.14, -0.29], [-0.11, -0.49, 0.88], [-1.96, 0.80, 0.12], [0.10, 1.38, 0.46], [-0.24, -1.69, -1.13], [0.23, 0.47, 0.66], [0.36, -0.05, 0.19], [0.35, 0.27, 0.41], [-0.67, -1.43, -0.37], [-0.11, -0.01, -1.10], [0.33, -0.49, 0.94], [-1.95, -0.14, -0.24], [1.96, -0.05, 0.63], [1.19, -0.07, 0.02], [0.28, 0.87, 1.37], [0.11, 0.34, -1.33], [0.56, -1.21, -0.30], [-0.13, -0.05, -0.06], [-0.02, -0.75, -0.77], [0.19, 1.05, -0.60], [0.32, 0.14, 0.10], [0.80, -0.32, -0.42], [0.23, -0.07, -0.47], [-0.36, 0.05, 0.22], [0.20, 0.21, 0.46], [0.38, 0.49, 0.41], [-0.55, 0.56, -0.37], [-1.22, -0.63, -1.87], [0.07, 0.25, -0.14], [-0.24, -0.07, 0.20], [0.20, 0.34, -0.33], [0.32, -0.30, -0.20], [-0.59, -0.18, -0.19], [-1.36, 1.56, 0.86], [-0.11, -0.24, -0.12], [0.62, 0.21, -0.09], [-0.20, -0.19, -0.33], [-0.08, -0.12, 0.15], [-0.05, 0.42, -0.27], [-0.31, -0.20, 0.04], [-0.47, 0.93, 1.33], [-0.32, 0.06, -0.04], [0.25, -0.13, 0.35], [0.49, -1.06, -1.46], [-1.63, 0.55, 1.03], [0.45, -0.96, 0.93], [0.65, 1.98, -1.42], [0.08, 0.49, -0.06], [0.91, -0.76, -0.61], [-0.95, 1.02, 0.01], [0.06, -0.82, -1.44], [2.70, 0.64, 0.49], [-1.16, -0.42, 1.32], [1.03, -0.10, -0.15], [0.10, 0.10, -0.16], [0.56, 0.79, 1.25], [-0.55, 0.30, -0.05], [-0.92, 0.63, -0.39], [1.28, -0.04, 0.91], [0.19, 0.02, -1.13], [0.28, -0.79, 0.11], [-0.33, -0.27, 0.00], [-1.27, -1.06, 0.42], [-0.32, -0.05, -0.27], [-0.17, -0.66, 0.68], [-0.20, 0.41, -0.13], [1.26, -0.02, 1.54], [-2.16, -1.31, -1.72], [0.71, 1.29, 0.52], [1.09, -1.70, 0.79], [0.26, 0.09, 0.60], [-0.54, 0.77, -0.82], [1.47, -1.88, 2.25], [-0.18, 0.14, -1.32], [-0.71, 0.88, 1.30], [0.32, 1.54, -0.45], [-0.56, -0.05, -0.69], [-0.21, 0.16, -0.08], [0.06, 0.35, -0.31], [-0.08, 0.50, -0.76]], "lowdin_spin": [0.6626, -0.0020, 0.0067, 0.0903, 0.0112, -0.0001, -0.0014, -0.0002, 0.0016, 0.0001, 0.0004, -0.0001, 0.0003, 0.0532, 0.0509, 0.0343, 0.0872, 0.2535, 0.2342, 0.0148, 0.0125, 0.0045, 0.0200, 0.0210, 0.0091, 0.0000, 0.0078, 0.0004, 0.0224, 0.0353, 0.0046, 0.0540, 0.0027, 0.0538, -0.0005, -0.0009, 0.0000, 0.0057, 0.0014, 0.0000, 0.0000, 0.0000, 0.0000, 0.0033, 0.0016, 0.0007, 0.0020, 0.0002, 0.0027, 0.0003, -0.0001, 0.0005, -0.0002, 0.0009, -0.0008, 0.0044, -0.0012, 0.0026, 0.0001, 0.0016, 0.0011, 0.0004, 0.0065, -0.0012, 0.0122, 0.0248, 0.1616, 0.0065, 0.0162, 0.0000, 0.0000, 0.0000, 0.0000, 0.0007, 0.0000, 0.0001, 0.0000, 0.0000, -0.0002, 0.0022, 0.0018, -0.0015, -0.0002, -0.0010, 0.0000, 0.0001, 0.0000, 0.0000, 0.0000, 0.0000, 0.0001, 0.0000, 0.0000, 0.0000, 0.0000]}